[1]
{
  "formula": "C21H34BClIrN6O4S3",
  "method": "wB97M-V/def2-TZVPD",
  "orbital_gap_ev": [7.78, 5.13],
  "e_above_lowest_kj_mol": 0.0,
  "fmax_ev_per_a": 1.2,
  "charge": 2,
  "spin_multiplicity": 2,
  "species": ["Ir", "Cl", "S", "S", "S", "O", "O", "O", "O", "N", "N", "N", "N", "N", "N", "C", "C", "C", "C", "C", "C", "C", "C", "C", "C", "C", "C", "C", "C", "C", "C", "C", "C", "C", "C", "C", "B", "H", "H", "H", "H", "H", "H", "H", "H", "H", "H", "H", "H", "H", "H", "H", "H", "H", "H", "H", "H", "H", "H", "H", "H", "H", "H", "H", "H", "H", "H", "H", "H", "H", "H"],
  "positions_angstrom": [[-0.225, 0.419, 0.111], [-1.214, 2.938, 0.582], [0.897, -0.934, 1.489], [-2.373, -0.582, 0.345], [1.632, 1.279, -1.076], [-2.493, 3.200, 1.083], [-0.400, 4.057, 0.367], [-0.488, 1.948, 1.505], [-1.302, 2.093, -0.676], [0.984, -2.405, -0.761], [-1.313, -1.995, -1.809], [0.903, -0.840, -2.728], [-3.438, -2.379, -1.475], [2.294, 0.565, -3.659], [2.155, -3.348, 0.821], [3.216, 1.710, -4.081], [1.151, -1.293, -4.012], [-4.913, -2.408, -1.077], [4.378, -3.625, 1.805], [2.472, -5.160, 2.442], [-5.237, -3.850, -0.691], [1.604, 0.307, -2.535], [-5.228, -1.491, 0.094], [2.886, -3.729, 2.103], [-2.389, -1.669, -1.035], [4.522, 1.073, -4.553], [3.520, 2.676, -2.947], [-1.717, -2.947, -2.734], [-5.705, -1.956, -2.302], [2.500, 2.450, -5.208], [-3.021, -3.181, -2.524], [2.007, -0.429, -4.582], [1.377, -2.297, 0.513], [1.548, -3.546, -1.292], [2.273, -4.128, -0.310], [2.511, -2.811, 3.255], [0.099, -1.479, -1.581], [2.857, -1.789, 3.107], [3.129, 3.276, -5.539], [4.936, -3.896, 2.701], [2.427, -0.425, -5.569], [2.777, -5.882, 1.685], [-6.293, -1.600, 0.298], [4.652, -2.606, 1.531], [-3.696, -3.832, -3.045], [-0.330, -0.322, -1.284], [1.394, -5.232, 2.591], [-6.284, -3.902, -0.398], [4.396, 0.426, -5.419], [1.552, 2.863, -4.861], [1.395, -3.851, -2.312], [4.685, -4.301, 1.007], [-4.630, -4.173, 0.156], [-5.049, -0.443, -0.136], [2.642, 3.224, -2.614], [-5.097, -4.550, -1.514], [3.013, -3.192, 4.143], [0.683, -2.169, -4.425], [5.206, 1.869, -4.846], [4.002, 2.186, -2.101], [2.312, 1.814, -6.073], [-1.048, -3.378, -3.455], [1.441, -2.822, 3.462], [2.853, -5.032, -0.325], [4.991, 0.504, -3.750], [-4.695, -1.773, 1.001], [-6.766, -1.958, -2.055], [2.961, -5.449, 3.371], [4.229, 3.404, -3.341], [-5.569, -2.620, -3.155], [-5.427, -0.943, -2.593]],
  "forces_ev_per_angstrom": [[-0.060, -0.994, -0.593], [-0.023, 0.038, -0.066], [-0.052, 0.019, -0.212], [0.193, 0.263, -0.090], [-0.079, 0.177, 0.180], [0.096, 0.003, -0.007], [-0.087, -0.080, 0.015], [0.007, -0.032, -0.011], [0.076, 0.115, 0.189], [0.028, -0.138, -0.235], [-0.025, -0.216, -0.144], [-0.261, -0.107, 0.095], [-0.166, 0.060, 0.102], [0.040, 0.052, -0.058], [0.053, 0.031, 0.068], [-0.052, -0.044, 0.025], [0.000, -0.020, -0.041], [0.005, -0.013, -0.007], [0.014, -0.005, 0.011], [0.016, -0.015, 0.033], [-0.018, -0.008, 0.004], [0.147, -0.016, -0.146], [-0.004, 0.000, -0.001], [-0.034, 0.001, -0.044], [0.247, -0.062, -0.014], [0.012, 0.019, -0.008], [0.020, 0.003, -0.019], [0.045, 0.009, 0.056], [0.009, -0.010, -0.004], [0.016, 0.020, -0.010], [0.021, 0.014, -0.113], [-0.027, -0.032, 0.053], [-0.046, 0.082, 0.270], [0.114, -0.127, 0.148], [-0.132, 0.058, -0.064], [-0.002, -0.025, 0.000], [0.130, 0.423, 0.343], [0.002, 0.006, -0.007], [-0.004, 0.003, -0.002], [0.001, -0.001, -0.001], [-0.007, -0.011, -0.009], [-0.008, 0.018, -0.017], [0.003, -0.008, 0.005], [0.001, -0.001, -0.002], [0.005, -0.015, 0.006], [-0.221, 0.540, 0.303], [0.000, -0.004, -0.008], [0.002, -0.002, 0.008], [-0.019, -0.005, 0.003], [0.002, 0.001, 0.000], [0.013, -0.009, 0.010], [0.000, 0.003, 0.001], [-0.002, -0.004, 0.001], [0.013, 0.008, 0.002], [0.010, -0.002, -0.005], [0.007, 0.006, 0.000], [0.006, 0.012, 0.000], [0.012, 0.003, 0.003], [-0.001, 0.002, 0.005], [-0.011, -0.006, 0.010], [0.004, -0.010, 0.003], [-0.023, 0.005, -0.024], [-0.004, 0.010, -0.003], [0.014, 0.006, 0.000], [0.000, -0.005, -0.002], [-0.009, 0.003, 0.001], [0.001, -0.003, 0.015], [-0.003, 0.008, 0.001], [-0.006, 0.009, 0.004], [0.000, 0.008, -0.005], [0.002, -0.003, -0.003]],
  "lowdin_spin": [0.3948, 0.0003, 0.2371, 0.1025, 0.0962, -0.0004, 0.0001, 0.0018, -0.0026, 0.0171, 0.0030, 0.0031, 0.0075, 0.0072, 0.0298, 0.0005, 0.0052, 0.0005, 0.0015, 0.0012, 0.0003, 0.0051, 0.0036, 0.0016, 0.0058, 0.0002, 0.0033, 0.0055, 0.0004, 0.0004, 0.0015, 0.0014, 0.0081, 0.0267, 0.0167, 0.0023, 0.0015, 0.0012, 0.0000, 0.0000, 0.0001, 0.0000, 0.0003, 0.0000, 0.0001, -0.0013, 0.0000, 0.0000, 0.0000, 0.0000, 0.0018, 0.0000, 0.0000, -0.0002, -0.0001, 0.0000, -0.0001, 0.0003, 0.0000, 0.0022, 0.0000, 0.0004, 0.0012, 0.0007, 0.0000, 0.0025, 0.0000, 0.0000, 0.0003, 0.0000, 0.0000]
}

***

[2]
{
  "formula": "C21H34BN6RhS3Te",
  "method": "wB97M-V/def2-TZVPD",
  "orbital_gap_ev": [7.31, 6.19],
  "fmax_ev_per_a": 0.3,
  "spin_multiplicity": 5,
  "species": ["Te", "Rh", "S", "S", "S", "N", "N", "N", "N", "N", "N", "C", "C", "C", "C", "C", "C", "C", "C", "C", "C", "C", "C", "C", "C", "C", "C", "C", "C", "C", "C", "C", "B", "H", "H", "H", "H", "H", "H", "H", "H", "H", "H", "H", "H", "H", "H", "H", "H", "H", "H", "H", "H", "H", "H", "H", "H", "H", "H", "H", "H", "H", "H", "H", "H", "H", "H"],
  "positions_angstrom": [[-2.004, -2.263, 0.028], [-0.207, -0.202, -0.155], [-3.935, 3.069, 1.105], [-2.064, 3.703, -0.718], [-2.784, 0.764, -0.449], [2.471, 1.329, 0.027], [0.740, 2.362, -1.436], [-0.070, 1.210, 1.545], [2.109, 0.025, -0.016], [0.474, 2.379, 1.133], [0.106, 1.234, -1.829], [-0.302, 1.421, -3.081], [-1.945, -3.062, 2.003], [-2.389, 0.865, -4.328], [-1.107, -3.986, -0.843], [-2.778, 0.116, 3.219], [-0.573, 2.793, 3.033], [0.173, 3.342, 2.012], [0.072, 2.701, -3.507], [-2.914, 2.420, -0.053], [-1.075, -0.992, -3.272], [4.339, 0.168, 0.134], [0.728, 3.254, -2.432], [-0.996, 0.385, -3.918], [-0.695, 1.441, 2.696], [-1.057, 0.538, 4.992], [-1.289, 0.319, 3.497], [3.295, -2.186, 0.025], [3.233, -0.688, 0.049], [3.902, -2.679, -1.292], [3.801, 1.434, 0.115], [1.947, -2.840, 0.262], [1.437, 2.478, -0.068], [-0.106, 3.147, -4.468], [-1.848, -4.780, -0.844], [4.817, -2.140, -1.535], [-1.485, -2.351, 2.679], [3.198, -2.526, -2.111], [5.375, -0.107, 0.210], [-1.303, -1.748, -4.026], [-1.876, -1.006, -2.530], [-0.823, -3.748, -1.865], [2.041, -3.925, 0.187], [-2.977, -0.150, 2.179], [-0.389, 0.289, -4.827], [0.529, 4.345, 1.861], [-1.356, -0.347, 5.554], [1.191, 4.216, -2.302], [-3.007, 1.013, -3.442], [-0.130, -1.274, -2.795], [-0.012, 0.752, 5.213], [-2.963, -3.267, 2.316], [-3.324, 1.043, 3.404], [-3.183, -0.658, 3.874], [-2.339, 1.809, -4.869], [-0.960, 3.294, 3.900], [2.007, 3.532, -0.016], [4.267, 2.403, 0.158], [-1.658, 1.374, 5.352], [1.534, -2.594, 1.242], [-2.869, 0.129, -4.973], [-0.737, -0.581, 3.201], [-0.232, -4.277, -0.274], [4.135, -3.742, -1.235], [-1.364, -3.978, 1.967], [3.967, -2.477, 0.839], [1.234, -2.519, -0.502]],
  "forces_ev_per_angstrom": [[-0.159, -0.077, -0.022], [0.060, 0.225, 0.043], [-0.106, -0.006, -0.026], [-0.192, 0.036, -0.029], [-0.067, 0.004, 0.053], [-0.123, 0.032, 0.050], [-0.026, -0.052, 0.071], [0.011, 0.000, -0.198], [0.036, -0.064, -0.074], [-0.018, 0.021, -0.008], [-0.010, 0.012, 0.044], [0.013, -0.079, -0.026], [0.010, 0.016, -0.004], [-0.021, 0.022, 0.014], [-0.012, -0.023, 0.010], [-0.036, 0.034, -0.060], [0.058, 0.038, -0.067], [0.014, -0.003, 0.089], [0.058, -0.015, 0.027], [0.277, -0.042, 0.093], [0.012, -0.042, 0.038], [-0.009, 0.042, 0.009], [0.035, -0.019, -0.030], [0.053, -0.007, -0.081], [0.023, -0.112, 0.094], [0.001, -0.011, -0.043], [-0.053, -0.009, -0.011], [0.008, -0.035, 0.021], [-0.009, -0.001, 0.051], [0.010, 0.026, 0.010], [0.015, 0.015, -0.001], [-0.055, -0.048, -0.036], [0.102, -0.012, -0.029], [-0.014, 0.033, -0.060], [0.001, -0.037, -0.016], [0.034, -0.005, 0.014], [0.002, 0.002, 0.010], [-0.032, 0.033, -0.052], [0.055, -0.018, -0.002], [-0.033, -0.010, -0.015], [0.031, 0.009, -0.026], [0.006, 0.023, -0.031], [0.002, -0.014, 0.037], [0.046, 0.042, 0.050], [-0.030, 0.015, 0.033], [0.006, 0.064, -0.015], [-0.020, -0.018, 0.018], [0.033, 0.080, 0.011], [-0.010, -0.002, 0.010], [0.009, 0.001, -0.005], [0.032, -0.007, -0.008], [-0.011, -0.025, 0.025], [-0.002, -0.014, 0.035], [-0.029, -0.041, 0.009], [0.005, 0.032, -0.009], [-0.022, 0.027, 0.048], [0.000, 0.008, -0.020], [0.025, 0.054, 0.012], [-0.009, 0.043, 0.014], [-0.017, 0.041, 0.011], [-0.034, -0.038, -0.037], [-0.016, 0.036, -0.009], [0.027, -0.035, 0.006], [-0.015, -0.048, -0.007], [0.030, -0.053, 0.026], [0.015, -0.017, -0.028], [0.032, -0.028, -0.002]],
  "lowdin_spin": [0.0890, 2.2931, 0.4973, 0.4794, 0.1609, 0.0031, 0.0175, 0.0788, 0.0689, 0.0058, 0.0864, 0.0129, 0.0188, 0.0001, 0.0165, 0.0037, 0.0041, 0.0053, 0.0111, 0.0322, 0.0158, 0.0020, 0.0161, 0.0008, 0.0105, 0.0002, 0.0018, 0.0006, 0.0081, 0.0002, 0.0018, 0.0127, 0.0038, 0.0007, 0.0040, 0.0000, 0.0014, 0.0000, 0.0005, 0.0011, 0.0013, 0.0000, 0.0007, -0.0001, -0.0001, 0.0005, 0.0000, 0.0006, -0.0002, 0.0087, 0.0000, 0.0026, 0.0050, 0.0000, 0.0000, 0.0007, -0.0001, 0.0003, 0.0001, 0.0030, 0.0000, 0.0016, 0.0002, 0.0000, 0.0003, 0.0002, 0.0079]
}